No. 1
A 2-piece molecular cluster, C13H14Br2O5S overall, computed with wB97M-V/def2-TZVPD.

Structure (XYZ):
```
35
Properties=species:S:1:pos:R:3
C 0.937 -1.454 3.760
S 1.516 -1.057 2.119
O 0.727 -1.820 1.181
O 2.944 -1.162 2.139
C 1.028 0.672 1.877
C 0.188 0.934 0.621
C -1.272 0.503 0.705
C -2.143 1.471 1.459
O -1.830 2.122 2.393
Br -3.973 1.516 0.784
O 0.250 2.364 0.460
C 1.243 2.906 1.198
O 1.417 4.074 1.311
C 2.076 1.782 1.819
Br 3.565 1.481 0.649
H 0.424 -2.412 3.678
H 1.815 -1.537 4.397
H 0.260 -0.695 4.144
H 0.396 0.918 2.737
H 0.631 0.494 -0.276
H -1.671 0.294 -0.281
H -1.349 -0.436 1.265
H 2.430 2.098 2.796
C -1.840 -1.304 -2.518
C -2.107 -0.790 -3.780
C -1.066 -0.574 -4.673
C 0.239 -0.873 -4.305
C 0.505 -1.386 -3.043
C -0.534 -1.599 -2.147
H -2.657 -1.484 -1.828
H -3.124 -0.560 -4.068
H -1.273 -0.173 -5.657
H 1.049 -0.705 -5.003
H 1.523 -1.617 -2.754
H -0.326 -1.992 -1.159
```

Calculated values
- HOMO-LUMO gap: 9.723 eV
- Electronic energy: -174865.348 eV
- M: 442.12 g mol⁻¹
- Structure (SMILES): CS(=O)(=O)[C@@H]1[C@@H](CC(=O)Br)OC(=O)[C@@H]1Br.c1ccccc1



No. 2
C13H14BrF6IN2O6S4Ti as an isolated structure, computed with wB97M-V/def2-TZVPD.

Structure (XYZ):
```
48
Properties=species:S:1:pos:R:3
Ti 1.516 -0.170 -0.046
F -1.388 -0.636 -3.076
C -0.228 -1.245 -3.335
F -0.307 -1.810 -4.542
F -0.055 -2.217 -2.424
S 1.222 -0.052 -3.299
O 0.993 0.371 -1.812
O 0.768 1.029 -4.163
N 1.698 -1.963 0.254
S 1.422 -1.994 1.776
O 0.454 -2.921 2.279
O 1.233 -0.575 2.165
C 3.011 -2.480 2.575
F 3.993 -1.670 2.188
F 3.316 -3.728 2.232
F 2.888 -2.408 3.898
C 6.428 1.042 -1.074
O 5.430 1.478 -0.137
C 4.251 0.903 -0.165
S 3.114 1.436 0.984
S 3.828 -0.330 -1.215
H 6.076 1.196 -2.092
H 6.656 -0.010 -0.913
H 7.297 1.659 -0.869
Br -2.990 3.652 2.200
C -3.041 2.888 0.469
C -4.282 2.528 -0.039
C -4.374 1.964 -1.301
C -3.228 1.762 -2.057
C -1.990 2.118 -1.550
C -1.891 2.679 -0.281
I 0.019 3.123 0.420
H -5.168 2.698 0.556
H -5.344 1.688 -1.692
H -3.290 1.324 -3.044
H -1.094 1.950 -2.132
C -2.225 0.036 2.362
N -2.173 -1.088 1.438
C -3.016 -2.232 1.737
C -1.310 -1.129 0.454
O -0.528 -0.191 0.179
H -3.213 0.495 2.328
H -1.471 0.768 2.086
H -2.025 -0.326 3.371
H -4.061 -1.923 1.766
H -2.734 -2.650 2.703
H -2.890 -2.994 0.971
H -1.298 -2.049 -0.135
```

Calculated values
- Energy above the lowest of the compared OMol25 structures with the same formula, charge and spin: 0.442 eV
- HOMO-LUMO gap: 8.276 eV
- Electronic energy: -189879.966 eV
- M: 791.19 g mol⁻¹



No. 3
A 2-piece molecular cluster, C13H14BrNO6 overall in a non-equilibrium geometry, computed with wB97M-V/def2-TZVPD.

Structure (XYZ):
```
35
Properties=species:S:1:pos:R:3
C 4.504 -0.001 0.880
C 3.701 0.621 -0.293
C 2.213 0.530 0.022
C 1.315 1.312 -0.970
N 0.507 2.388 -0.373
C -0.782 1.979 0.071
C -1.835 2.790 -0.050
C -3.152 2.335 0.464
O -3.938 3.119 0.988
C -3.393 0.895 0.319
C -2.351 0.054 0.417
C -2.500 -1.419 0.245
C -2.043 -2.229 1.446
O -2.770 -2.434 2.386
Br -0.233 -3.001 1.488
C -1.034 0.663 0.720
O -0.257 0.127 1.490
H 5.242 -0.721 0.543
H 3.810 -0.552 1.508
H 4.937 0.760 1.521
H 3.910 -0.003 -1.156
H 4.037 1.644 -0.436
H 2.038 0.926 1.017
H 1.917 -0.513 0.003
H 1.984 1.797 -1.681
H 0.670 0.650 -1.535
H 0.998 2.845 0.384
H -1.749 3.772 -0.482
H -4.389 0.530 0.137
H -1.943 -1.716 -0.655
H -3.539 -1.637 0.061
C -1.455 -3.910 -2.123
O -0.875 -5.030 -1.982
O -0.955 -2.942 -2.842
O -2.590 -3.630 -1.531
```

Calculated values
- Energy above the lowest of the compared OMol25 structures with the same formula, charge and spin: 0.000 eV
- HOMO-LUMO gap: 2.647 eV
- Electronic energy: -97522.850 eV
- M: 360.16 g mol⁻¹
- Total charge: -2



No. 4
C13H14F6MnN3S2SbTe4 as an isolated structure, computed with wB97M-V/def2-TZVPD.

Structure (XYZ):
```
44
Properties=species:S:1:pos:R:3
Mn -0.788 -1.290 0.337
Te -1.431 -3.599 1.436
Te -4.005 -3.180 0.826
Te -3.892 -3.191 -1.953
Te -1.467 -2.331 -2.243
S 1.457 -0.662 4.032
C 2.333 -1.860 3.182
C 1.719 -2.244 2.029
C 0.493 -1.557 1.809
C 0.220 -0.688 2.837
C -1.040 0.010 2.873
C -1.527 0.750 3.948
C -2.788 1.300 3.871
C -3.548 1.106 2.721
C -3.002 0.376 1.691
N -1.774 -0.161 1.748
H 3.276 -2.209 3.575
H 2.145 -2.979 1.362
H -0.921 0.867 4.836
H -3.188 1.865 4.703
H -4.545 1.511 2.626
H -3.560 0.197 0.781
S -1.870 0.099 -1.541
C -0.518 1.156 -1.946
N 0.135 1.084 -3.073
C 1.255 1.979 -3.417
C 1.840 2.588 -2.155
C 0.730 3.160 -1.291
N -0.275 2.113 -1.064
H -0.002 0.261 -3.646
H 0.881 2.745 -4.097
H 1.996 1.377 -3.935
H 2.537 3.379 -2.426
H 2.390 1.826 -1.605
H 0.251 4.016 -1.769
H 1.105 3.475 -0.320
H -0.809 2.104 -0.210
F 1.052 -1.162 -0.873
Sb 2.402 -1.959 -2.102
F 3.051 -0.202 -2.286
F 3.508 -2.290 -0.637
F 1.125 -1.557 -3.475
F 1.443 -3.561 -1.829
F 3.604 -2.664 -3.327
```

Calculated values
- Spin multiplicity: 3
- HOMO-LUMO gap (spin up / spin down): 5.952 / 5.854 eV
- Electronic energy: -123183.398 eV
- M: 1077.50 g mol⁻¹
- Total charge: +1



No. 5
A 2-piece molecular cluster, C13H14FN2O overall in a non-equilibrium geometry, computed with wB97M-V/def2-TZVPD.

Structure (XYZ):
```
31
Properties=species:S:1:pos:R:3
C -2.334 2.965 0.937
C -1.133 2.135 0.541
C -0.373 1.551 1.683
N 1.068 1.313 1.399
C 1.449 0.664 0.275
C 2.759 0.237 0.101
C 3.690 0.451 1.128
C 3.273 1.144 2.260
C 1.964 1.566 2.375
O -0.892 1.851 -0.630
H -2.612 2.715 1.982
H -2.089 4.052 0.864
H -3.181 2.730 0.259
H -0.501 2.144 2.607
H 0.703 0.551 -0.503
H 3.010 -0.258 -0.821
H 4.707 0.099 1.032
H 3.950 1.378 3.083
H 1.548 2.106 3.224
F -0.895 0.287 1.828
N -2.633 -1.630 1.198
C -1.990 -2.777 1.148
C -2.738 -3.962 1.046
C -4.140 -3.833 1.070
C -4.765 -2.582 1.246
C -3.923 -1.463 1.338
H -0.901 -2.765 1.160
H -2.218 -4.908 0.925
H -4.756 -4.718 0.954
H -5.841 -2.437 1.283
H -4.294 -0.446 1.495
```

Calculated values
- HOMO-LUMO gap: 6.880 eV
- Electronic energy: -21445.545 eV
- M: 233.27 g mol⁻¹
- Total charge: +1



No. 6
One molecule with the formula C13H14N4O4S in a non-equilibrium geometry, computed with wB97M-V/def2-TZVPD.

Structure (XYZ):
```
36
Properties=species:S:1:pos:R:3
O -0.976 -0.669 0.012
C -0.981 0.540 0.009
C -2.219 1.430 0.009
N -3.494 0.761 0.002
C -3.756 -0.030 -1.192
C -5.225 -0.455 -1.166
O -5.524 -1.201 -0.012
C -5.237 -0.459 1.148
C -3.768 -0.033 1.191
N 0.199 1.247 0.004
C 1.417 0.628 0.004
N 2.527 1.271 0.001
C 3.589 0.414 0.000
C 4.926 0.784 -0.002
C 5.878 -0.222 -0.002
N 7.272 0.139 -0.004
O 7.549 1.320 -0.006
O 8.088 -0.758 -0.004
C 5.532 -1.577 0.001
C 4.207 -1.951 0.003
C 3.236 -0.959 0.003
S 1.506 -1.131 0.006
H -2.174 2.069 0.899
H -2.169 2.077 -0.874
H -3.569 0.587 -2.074
H -3.121 -0.926 -1.235
H -5.454 -1.099 -2.016
H -5.860 0.444 -1.203
H -5.475 -1.105 1.994
H -5.872 0.440 1.181
H -3.591 0.580 2.077
H -3.134 -0.930 1.238
H 0.211 2.258 0.002
H 5.217 1.822 -0.004
H 6.321 -2.314 0.001
H 3.923 -2.992 0.005
```

Calculated values
- Energy above the lowest of the compared OMol25 structures with the same formula, charge and spin: 0.095 eV
- HOMO-LUMO gap: 8.668 eV
- Electronic energy: -38691.600 eV
- M: 322.35 g mol⁻¹
- Structure (SMILES): O=C(CN1CCOCC1)Nc1nc2cc([N+](=O)[O-])ccc2s1



No. 7
A 2-piece molecular cluster, C13H14NS overall in a non-equilibrium geometry, computed with wB97M-V/def2-TZVPD.

Structure (XYZ):
```
29
Properties=species:S:1:pos:R:3
C -1.890 -1.931 -0.933
C -2.963 -1.449 -1.535
C 0.453 2.198 0.421
C 1.565 -0.009 1.849
C -0.037 0.993 0.282
C -1.051 0.366 -0.439
C -0.952 -1.050 -0.242
C 0.664 -0.196 0.895
C -3.216 0.037 -1.564
C 1.796 2.263 1.122
C 1.929 1.328 2.343
C -1.973 0.951 -1.496
C 3.008 -2.783 -0.447
N 0.021 -1.352 0.605
S 1.486 -3.001 -0.913
H -1.693 -3.021 -0.684
H -3.558 -1.973 -2.307
H 0.034 3.102 0.132
H 1.986 -0.878 2.304
H -3.838 0.335 -2.432
H -3.639 0.341 -0.599
H 2.444 1.918 0.389
H 1.985 3.270 1.597
H 1.212 1.483 3.185
H 2.921 1.354 2.794
H -2.283 1.968 -1.213
H -1.415 1.170 -2.472
H 3.643 -3.633 -0.366
H 3.359 -1.799 -0.278
```

Calculated values
- Energy above the lowest of the compared OMol25 structures with the same formula, charge and spin: 5.483 eV
- HOMO-LUMO gap (spin up / spin down): 5.399 / 5.402 eV
- Electronic energy: -26022.318 eV
- M: 216.33 g mol⁻¹
- Total charge: +1